No. 1
Here is a single C7H8ClP molecule from the OMol25 dataset. Energies are from ωB97M-V with the def2-TZVPD basis set.

Element x y z (Å)
P  2.50  -1.48  0.37
C  1.70  0.01  -0.62
Cl  2.63  1.46  -0.19
C  0.27  0.05  -0.13
C  -0.68  0.28  -1.17
C  -1.98  0.64  -0.81
C  -2.32  0.53  0.54
C  -1.38  0.36  1.49
C  -0.10  0.15  1.20
H  1.33  -2.23  0.11
H  3.49  -1.79  -0.56
H  1.82  -0.21  -1.64
H  -0.06  0.17  -2.18
H  -2.74  0.94  -1.57
H  -3.34  0.73  0.75
H  -1.84  0.35  2.47
H  0.71  0.03  1.93

Properties
E_LUMO (eV): 0.86
SMILES: P[C@H](Cl)c1ccccc1
HOMO level (eV): -9.15
HOMO-LUMO gap (eV): 10.0169

***

No. 2
Here is a molecular structure, C7H8F3N2O3PdS6Sb from the OMol25 dataset. Energies are from ωB97M-V with the def2-TZVPD basis set.

Element x y z (Å)
Pd  1.75  -0.58  0.96
S  1.91  -3.35  4.50
Sb  0.34  -1.95  3.64
S  1.12  0.25  3.00
S  0.08  -2.09  1.23
S  -1.64  -1.85  4.75
C  -2.96  -0.17  1.82
C  -2.30  0.36  0.60
C  -2.64  0.01  -0.68
C  -1.88  0.56  -1.72
N  -0.96  1.49  -1.54
C  -0.69  1.92  -0.28
S  0.39  3.13  0.09
N  -1.33  1.26  0.76
C  -2.09  0.11  -3.14
H  -3.78  -0.84  1.56
H  -3.36  0.66  2.43
H  -2.25  -0.71  2.45
H  -3.41  -0.73  -0.86
H  -0.92  1.41  1.68
H  -2.89  -0.62  -3.21
H  -1.16  -0.33  -3.51
H  -2.32  0.98  -3.77
F  4.31  1.78  -2.05
C  3.65  0.62  -2.02
F  3.90  -0.01  -3.18
F  2.35  0.89  -2.00
S  4.16  -0.41  -0.59
O  5.56  -0.65  -0.79
O  3.27  -1.58  -0.71
O  3.80  0.43  0.56

Properties
E_LUMO (eV): 4.58
Net charge: -2
HOMO level (eV): -2.25
HOMO-LUMO gap (eV): 6.8314

***

No. 3
Here is a molecular structure, C7H8F4N2O from the OMol25 dataset. Energies are from ωB97M-V with the def2-TZVPD basis set.

Element x y z (Å)
C  0.17  2.18  -0.80
C  1.44  1.92  -0.17
C  -0.84  1.31  -0.79
C  1.81  0.73  0.31
C  1.03  -0.51  0.19
C  -0.86  -0.01  -0.10
C  1.49  -1.39  -0.97
N  -2.54  0.87  1.45
N  -1.47  -0.01  1.16
O  2.68  -2.06  -0.68
F  2.27  2.99  -0.10
F  -2.01  1.65  -1.39
F  3.04  0.58  0.86
F  -1.31  -1.01  -0.93
H  0.05  3.14  -1.28
H  0.99  -1.08  1.12
H  1.59  -0.77  -1.88
H  0.75  -2.17  -1.16
H  -2.18  1.80  1.64
H  -3.22  0.93  0.69
H  -1.70  -0.94  1.48
H  3.38  -1.42  -0.48

Properties
E_LUMO (eV): 0.21
HOMO level (eV): -8.88
HOMO-LUMO gap (eV): 9.0841

***

No. 4
Here is 2 unconnected molecules or ions with the total composition C7H8FNO3S from the OMol25 dataset. Energies are from ωB97M-V with the def2-TZVPD basis set.

Element x y z (Å)
O  1.71  -0.43  -1.08
S  1.13  0.12  0.11
O  1.56  1.43  0.49
O  1.40  -0.91  1.32
C  -0.64  0.04  0.08
C  -1.27  -1.18  -0.04
C  -2.65  -1.22  -0.03
C  -3.38  -0.05  0.09
C  -2.74  1.18  0.20
C  -1.35  1.22  0.20
H  2.34  -1.05  1.44
H  -0.67  -2.07  -0.14
H  -3.17  -2.17  -0.11
H  -4.46  -0.08  0.10
H  -3.31  2.09  0.29
H  -0.80  2.15  0.30
H  5.63  0.29  -1.72
N  5.40  -0.19  -0.86
C  4.61  0.39  -0.11
F  4.26  -0.22  1.03
H  4.09  1.35  -0.18

Properties
E_LUMO (eV): 0.50
SMILES: O=S(=O)(O)c1ccccc1.[H]/N=C/F
HOMO level (eV): -10.20
HOMO-LUMO gap (eV): 10.7069

***

No. 5
Here is a molecular structure, C7H8LuN2O4S from the OMol25 dataset. Energies are from ωB97M-V with the def2-TZVPD basis set.

Element x y z (Å)
Lu  0.15  0.11  0.58
C  -0.57  -0.35  2.61
O  -1.06  -0.66  3.62
C  -2.14  -1.29  0.28
O  -3.09  -1.89  0.45
C  0.32  -2.38  0.68
O  0.41  -3.49  0.75
C  -1.97  1.43  0.68
O  -2.91  2.02  0.75
C  -0.68  -0.45  -4.21
H  -0.66  0.64  -4.09
H  0.30  -0.93  -4.07
C  -1.76  -1.11  -3.81
H  -1.60  -2.06  -3.34
H  -2.54  -0.53  -3.37
N  2.77  0.28  1.87
C  2.15  1.29  1.15
N  1.27  2.15  1.85
S  2.24  1.32  -0.56
H  3.14  0.60  2.78
H  3.52  -0.17  1.36
H  1.03  2.98  1.31
H  1.70  2.49  2.73

Properties
E_LUMO (eV): -13.98
Net charge: +3
HOMO level (eV): -18.26
HOMO-LUMO gap (eV): 4.2771

***

No. 6
Here is a gas-phase ion, C7H8N (charge +1) from the OMol25 dataset. Energies are from ωB97M-V with the def2-TZVPD basis set.

Element x y z (Å)
C  1.64  -0.69  -3.00
C  1.33  -0.39  -1.79
N  1.06  0.02  -0.63
C  2.12  0.61  0.09
C  -0.10  -0.10  -0.09
C  -1.10  -0.10  0.64
C  -2.22  -0.15  1.63
C  -3.46  0.32  2.14
H  1.26  -0.08  -3.86
H  1.71  -1.70  -3.23
H  3.16  0.43  -0.44
H  2.22  0.01  1.12
H  1.96  1.75  0.33
H  -1.97  -1.11  2.26
H  -3.79  -0.06  3.09
H  -3.81  1.24  1.74

Properties
E_LUMO (eV): -4.86
SMILES: C=C=[N+](C)C#CC=C
Net charge: +1
HOMO level (eV): -13.26
HOMO-LUMO gap (eV): 8.3989

***

No. 7
Here is a single C7H8N2 molecule from the OMol25 dataset. Energies are from ωB97M-V with the def2-TZVPD basis set.

Element x y z (Å)
C  -0.85  0.17  2.16
C  0.02  -0.17  1.15
C  1.07  -1.05  1.68
N  1.76  -1.77  0.90
C  1.54  -1.66  -0.47
N  0.72  -0.89  -1.04
C  0.02  0.03  -0.28
C  -0.64  1.07  -0.84
C  -0.84  1.35  -2.32
H  -1.75  0.84  1.97
H  -0.73  -0.20  3.21
H  1.16  -1.10  2.78
H  2.25  -2.30  -0.95
H  -1.06  1.63  0.04
H  -0.35  0.47  -2.76
H  -0.37  2.30  -2.57
H  -1.95  1.29  -2.66

Properties
E_LUMO (eV): -0.58
SMILES: C=c1cncn/c1=C\C
HOMO level (eV): -8.28
HOMO-LUMO gap (eV): 7.7012

***

No. 8
Here is a single C7H8N2O molecule from the OMol25 dataset. Energies are from ωB97M-V with the def2-TZVPD basis set.

Element x y z (Å)
C  0.09  2.24  0.29
C  -0.57  0.88  0.06
N  -1.87  0.95  0.20
C  -2.43  -0.19  -0.02
C  -1.88  -1.43  -0.20
C  -0.57  -1.53  -0.24
C  0.21  -0.23  -0.11
C  1.67  -0.31  -0.14
N  2.26  -1.12  0.73
O  2.31  0.54  -0.90
H  -0.65  3.04  0.43
H  0.95  2.09  1.22
H  0.59  2.40  -0.85
H  -3.65  -0.02  0.26
H  -2.63  -2.31  -0.22
H  -0.04  -2.24  -0.44
H  3.20  -0.96  0.96
H  1.90  -1.73  1.53

Properties
E_LUMO (eV): 0.38
SMILES: Cc1ncccc1C(N)=O
HOMO level (eV): -9.40
HOMO-LUMO gap (eV): 9.7865

***

No. 9
Here is a single C7H8N2O molecule from the OMol25 dataset. Energies are from ωB97M-V with the def2-TZVPD basis set.

Element x y z (Å)
C  -1.80  0.64  0.31
C  -2.82  -0.28  0.49
C  -0.82  0.08  -0.53
C  -1.19  -1.24  -0.70
C  1.68  -1.29  -0.35
C  0.44  0.68  -0.96
C  2.43  0.77  0.62
N  -2.36  -1.42  -0.15
N  1.53  -0.03  -0.25
O  2.27  -2.32  -0.25
H  -1.70  1.65  0.80
H  -3.66  -0.19  1.20
H  0.49  0.50  -2.01
H  0.56  1.75  -0.67
H  3.37  0.26  0.86
H  2.55  1.68  0.03
H  1.82  1.09  1.53
H  -2.77  -2.33  0.03

Properties
E_LUMO (spin up / spin down) (eV): 0.87 / -1.29
⟨S²⟩: 2.01
HOMO level (spin up / spin down) (eV): -5.86 / -8.32
HOMO-LUMO gap (spin up / spin down) (eV): 6.7220 / 7.0302
Multiplicity: 3

***

No. 10
Here is a single C7H8N2O3 molecule from the OMol25 dataset. Energies are from ωB97M-V with the def2-TZVPD basis set.

Element x y z (Å)
N  -2.72  0.65  -1.76
C  -1.37  0.00  -1.29
O  -0.79  0.89  -0.43
C  0.16  0.37  0.48
C  1.05  -0.66  0.23
C  1.92  -1.09  1.24
C  1.87  -0.51  2.52
C  1.06  0.55  2.72
C  0.19  1.02  1.82
N  -0.62  -0.16  -2.73
O  -1.15  -0.95  -3.52
O  0.36  0.45  -2.92
H  -3.08  0.05  -2.55
H  -2.33  1.49  -2.31
H  -1.58  -1.00  -0.99
H  0.99  -1.30  -0.60
H  2.64  -1.83  1.12
H  2.54  -0.90  3.29
H  1.06  0.87  3.82
H  -0.21  2.04  1.87

Properties
E_LUMO (eV): 0.38
SMILES: N[C@H](Oc1ccccc1)[N+](=O)[O-]
HOMO level (eV): -9.31
HOMO-LUMO gap (eV): 9.6954

***

No. 11
Here is a molecular structure, C7H8N2O5Ti from the OMol25 dataset. Energies are from ωB97M-V with the def2-TZVPD basis set.

Element x y z (Å)
Ti  0.03  0.94  -0.33
C  -0.04  1.92  1.37
O  -0.09  2.48  2.41
C  -0.02  2.80  -1.39
O  -0.05  3.85  -1.87
C  -2.09  0.78  -0.35
O  -3.25  0.79  -0.31
C  2.19  0.97  -0.52
O  3.34  0.90  -0.42
C  -0.05  -0.98  -2.20
H  0.89  -1.52  -2.00
H  -0.98  -1.50  -1.93
C  -0.05  0.21  -2.88
H  -0.98  0.71  -3.17
H  0.88  0.70  -3.19
N  0.99  -2.27  2.34
C  0.19  -1.36  1.73
N  -1.06  -1.20  2.18
O  0.67  -0.70  0.74
H  0.66  -2.82  3.13
H  1.93  -2.37  2.01
H  -1.71  -0.56  1.70
H  -1.39  -1.76  2.95

Properties
E_LUMO (spin up / spin down) (eV): -9.93 / -9.71
⟨S²⟩: 2.01
Net charge: +2
HOMO level (spin up / spin down) (eV): -17.05 / -18.24
HOMO-LUMO gap (spin up / spin down) (eV): 7.1242 / 8.5272
Multiplicity: 3

***

Computed values of DFT total energy (unit: eV) for the preceding records, in sequence: -29198.31530, -99698.45838, -23283.02309, -28573.33352, -62980.97509, -8864.89750, -10366.43823, -12413.40260, -12410.65408, -16506.98632, -43705.06430.